# 1
{"formula": "CH5N3O", "method": "ωB97M-V with the def2-TZVPD basis set", "species": ["H", "N", "N", "O", "C", "N", "H", "H", "H", "H"], "coordinates": [[1.676, 1.849, -0.362], [0.796, 1.314, -0.094], [0.975, 0.103, 0.006], [1.839, -0.647, -0.434], [-0.148, -0.692, 0.441], [-1.652, -0.171, -0.232], [-0.257, -0.720, 1.511], [-0.048, -1.649, 0.073], [-1.363, 0.055, -1.206], [-1.818, 0.558, 0.297]], "lowdin_charge": [0.116, 0.147, -0.460, -0.004, -0.064, 0.068, 0.112, 0.076, 0.064, -0.057], "e_tot_ev": -7631.762, "e_homo_ha": -0.3728, "orbital_gap_ev": 10.6, "e_above_lowest_ev": 3.8751, "smiles": "[H]/N=[N+](\\[O-])CN"}

=====

# 2
{"formula": "C6H8N", "method": "ωB97M-V with the def2-TZVPD basis set", "species": ["C", "C", "C", "C", "C", "C", "N", "H", "H", "H", "H", "H", "H", "H", "H"], "coordinates": [[-0.474, 1.548, 0.302], [0.704, 2.102, 0.252], [-0.075, -0.213, -0.581], [-1.206, 0.423, -0.125], [-2.690, 0.072, -0.173], [2.217, 0.205, 0.312], [1.170, 0.787, -0.484], [-0.010, -0.967, -1.301], [-3.161, 0.976, -0.535], [-2.799, -0.332, 0.784], [-2.814, -0.819, -0.806], [2.232, -0.866, 0.302], [3.237, 0.623, -0.109], [2.086, 0.486, 1.317], [1.411, 1.000, -1.488]], "lowdin_charge": [0.139, 0.092, 0.073, -0.173, 0.038, -0.034, -0.127, 0.124, 0.108, 0.081, 0.109, 0.099, 0.167, 0.088, 0.215], "e_tot_ev": -7827.411, "e_homo_ha": -0.5317, "total_charge": 1, "orbital_gap_ev": 8.3, "e_above_lowest_ev": 8.2770}

=====

# 3
{"formula": "C26H68NO12", "method": "ωB97M-V with the def2-TZVPD basis set", "species": ["O", "C", "O", "O", "H", "C", "C", "O", "H", "H", "H", "H", "H", "H", "C", "C", "O", "H", "H", "H", "H", "H", "H", "C", "C", "O", "H", "H", "H", "H", "H", "H", "C", "C", "O", "H", "H", "H", "H", "H", "H", "C", "C", "O", "H", "H", "H", "H", "H", "H", "C", "C", "O", "H", "H", "H", "H", "H", "H", "C", "C", "O", "H", "H", "H", "H", "H", "H", "C", "C", "O", "H", "H", "H", "H", "H", "H", "C", "C", "C", "C", "C", "C", "N", "O", "C", "C", "C", "H", "H", "H", "H", "H", "H", "H", "H", "H", "H", "H", "H", "H", "H", "H", "H", "H", "H", "H"], "coordinates": [[0.179, -0.043, -1.617], [-0.757, -0.811, -1.113], [-0.777, -2.014, -1.366], [-1.614, -0.245, -0.431], [-0.193, 0.811, -1.386], [2.988, -1.765, -7.657], [2.139, -1.582, -6.378], [2.622, -0.620, -5.588], [2.611, -2.403, -8.456], [3.985, -2.144, -7.431], [3.142, -0.848, -8.226], [2.063, -2.532, -5.849], [1.117, -1.289, -6.617], [2.069, -0.589, -4.805], [-1.291, -8.470, 3.838], [-0.396, -7.916, 2.721], [-1.073, -7.021, 1.812], [-2.203, -8.947, 3.481], [-1.710, -7.636, 4.401], [-0.743, -9.125, 4.516], [0.039, -8.767, 2.197], [0.447, -7.411, 3.192], [-0.578, -6.928, 0.996], [4.277, -3.513, 0.820], [5.529, -4.322, 1.219], [6.150, -3.589, 2.253], [3.647, -3.946, 0.044], [4.660, -2.563, 0.446], [3.646, -3.337, 1.691], [6.253, -4.405, 0.409], [5.177, -5.277, 1.609], [7.076, -3.717, 2.036], [-0.486, -1.035, 4.404], [-0.736, -2.554, 4.396], [-2.124, -2.952, 4.426], [0.581, -0.837, 4.505], [-0.799, -0.604, 5.355], [-0.946, -0.439, 3.616], [-0.278, -3.114, 5.211], [-0.309, -2.887, 3.449], [-2.254, -2.996, 5.377], [-5.002, -0.363, -5.023], [-6.465, -0.419, -5.406], [-6.904, -1.768, -5.307], [-4.398, -1.193, -5.389], [-4.820, -0.277, -3.952], [-4.623, 0.598, -5.369], [-6.680, -0.074, -6.417], [-6.952, 0.163, -4.623], [-7.816, -1.859, -5.591], [-6.864, -0.602, 5.591], [-7.227, -0.440, 4.103], [-6.172, -0.760, 3.289], [-5.824, -0.329, 5.773], [-7.086, -1.641, 5.833], [-7.390, 0.017, 6.318], [-7.582, 0.566, 3.878], [-8.135, -1.001, 3.883], [-5.626, 0.020, 3.171], [-4.293, 5.073, 3.614], [-3.553, 3.823, 3.294], [-4.104, 3.256, 2.130], [-5.378, 4.975, 3.646], [-4.107, 5.807, 2.830], [-4.126, 5.410, 4.637], [-3.815, 3.062, 4.029], [-2.499, 4.063, 3.156], [-3.346, 2.950, 1.625], [2.580, -7.602, -4.667], [1.148, -7.248, -4.310], [0.938, -6.771, -3.014], [2.786, -8.549, -4.168], [3.366, -6.893, -4.409], [2.657, -7.657, -5.753], [0.455, -8.059, -4.533], [0.838, -6.413, -4.938], [0.545, -5.897, -3.073], [4.198, 3.713, -0.838], [3.411, 4.709, 0.091], [4.584, 5.544, 0.734], [4.066, 6.841, 1.443], [3.261, 7.676, 0.475], [2.052, 6.919, -0.142], [2.561, 5.603, -0.704], [1.591, 4.977, -1.499], [0.887, 6.703, 0.878], [1.552, 7.780, -1.314], [2.516, 3.936, 1.149], [3.551, 2.910, -1.190], [4.979, 3.143, -0.334], [4.590, 4.210, -1.726], [5.047, 4.988, 1.549], [5.289, 5.853, -0.038], [4.922, 7.402, 1.818], [3.484, 6.523, 2.308], [3.948, 7.988, -0.311], [3.008, 8.622, 0.954], [0.273, 7.596, 0.993], [0.188, 5.991, 0.439], [1.191, 6.352, 1.864], [0.583, 7.454, -1.690], [1.322, 8.794, -0.988], [2.301, 7.818, -2.106], [1.504, 3.805, 0.769], [2.464, 4.574, 2.031], [3.038, 3.013, 1.403], [1.984, 4.976, -2.375]], "lowdin_charge": [0.049, -0.984, -0.061, -0.078, 0.083, -0.081, -0.386, -0.047, 0.062, 0.064, 0.063, 0.108, 0.109, 0.104, -0.095, -0.313, -0.071, 0.067, 0.067, 0.068, 0.098, 0.099, 0.079, -0.078, -0.329, -0.090, 0.073, 0.071, 0.074, 0.107, 0.101, 0.071, -0.088, -0.300, -0.082, 0.064, 0.053, 0.079, 0.102, 0.108, 0.062, -0.089, -0.328, -0.091, 0.079, 0.080, 0.069, 0.104, 0.105, 0.072, -0.083, -0.366, -0.044, 0.068, 0.066, 0.059, 0.101, 0.105, 0.094, -0.111, -0.344, -0.077, 0.071, 0.076, 0.071, 0.108, 0.118, 0.087, -0.091, -0.351, -0.070, 0.068, 0.072, 0.068, 0.107, 0.106, 0.090, -0.046, -0.461, -0.123, -0.194, -0.156, -0.458, -0.132, -0.009, -0.026, -0.053, -0.005, 0.076, 0.079, 0.077, 0.115, 0.111, 0.104, 0.094, 0.114, 0.116, 0.075, 0.079, 0.064, 0.078, 0.079, 0.085, 0.080, 0.053, 0.080, 0.105], "e_tot_ev": -54120.793, "e_homo_ha": -0.1408, "total_charge": -1, "orbital_gap_ev": 6.1}

=====

# 4
{"formula": "C18H17AgBrCl2INO2P", "method": "ωB97M-V with the def2-TZVPD basis set", "species": ["Ag", "Cl", "C", "C", "C", "Cl", "C", "C", "C", "C", "N", "C", "C", "O", "H", "H", "H", "H", "C", "P", "C", "C", "O", "H", "H", "H", "H", "H", "H", "H", "H", "H", "Br", "C", "C", "C", "C", "C", "C", "I", "H", "H", "H", "H"], "coordinates": [[8.672, 0.963, 13.086], [5.312, 4.253, 15.544], [5.302, 2.578, 15.660], [4.451, 1.959, 16.564], [4.476, 0.597, 16.806], [3.371, -0.020, 17.914], [5.451, -0.211, 16.186], [5.443, -1.606, 16.376], [6.385, -2.353, 15.696], [7.292, -1.742, 14.826], [7.247, -0.416, 14.602], [6.328, 0.349, 15.181], [6.228, 1.781, 14.911], [6.867, 2.241, 13.911], [3.609, 2.568, 16.963], [4.711, -2.096, 17.030], [6.448, -3.429, 15.889], [8.098, -2.255, 14.305], [6.998, 0.951, 8.369], [6.897, 1.263, 10.124], [5.850, 2.701, 10.363], [5.765, -0.054, 10.704], [8.239, 1.268, 10.797], [6.028, 0.911, 7.872], [7.462, -0.016, 8.233], [7.588, 1.670, 7.813], [4.998, 2.788, 9.670], [6.544, 3.540, 10.297], [5.425, 2.651, 11.402], [4.831, 0.082, 10.223], [5.645, 0.091, 11.778], [6.065, -1.087, 10.461], [15.034, 1.523, 14.153], [14.116, -0.111, 14.596], [14.933, -1.196, 14.922], [14.410, -2.445, 15.234], [13.036, -2.654, 15.131], [12.192, -1.585, 14.784], [12.723, -0.305, 14.550], [11.456, 1.289, 14.011], [16.007, -1.094, 14.866], [15.046, -3.330, 15.538], [12.639, -3.694, 15.254], [11.105, -1.726, 14.807]], "lowdin_charge": [0.545, 0.721, -0.668, -0.151, -0.694, 0.716, -0.175, -0.035, -0.072, -0.136, 0.044, -0.169, -0.415, -0.177, 0.114, 0.092, 0.104, 0.096, -0.185, 0.537, -0.176, -0.170, -0.441, 0.059, 0.052, 0.054, 0.064, 0.056, 0.070, 0.034, 0.043, 0.063, 0.691, -0.711, -0.150, -0.090, -0.090, -0.144, -0.709, 0.968, 0.095, 0.128, 0.120, 0.092], "e_tot_ev": -141003.946, "e_homo_ha": -0.2386, "orbital_gap_ev": 6.4}

=====

# 5
{"formula": "C5H10N2O3", "method": "ωB97M-V with the def2-TZVPD basis set", "species": ["C", "C", "C", "C", "C", "N", "N", "O", "O", "O", "H", "H", "H", "H", "H", "H", "H", "H", "H", "H"], "coordinates": [[1.766, 0.483, -0.612], [1.180, -1.745, 0.249], [-0.445, 0.136, 0.349], [-0.094, 1.852, -1.252], [-2.707, -0.340, 0.686], [2.112, -0.721, -0.083], [0.472, 0.890, -0.358], [2.579, 1.226, -1.156], [1.088, -2.177, 1.522], [-1.730, 0.023, -0.210], [0.950, -2.401, -0.603], [-0.393, 0.523, 1.469], [0.291, 1.531, -2.278], [-1.165, 1.834, -1.049], [0.335, 2.853, -1.250], [-2.225, -0.199, 1.578], [-2.812, -1.495, 0.617], [-3.660, 0.221, 0.628], [3.050, -0.997, -0.390], [1.407, -1.497, 2.142]], "lowdin_charge": [-0.534, -0.189, -0.141, -0.036, -0.111, 0.081, -0.105, 0.057, 0.002, -0.158, 0.133, 0.168, 0.119, 0.090, 0.085, 0.029, 0.128, 0.106, 0.157, 0.117], "e_tot_ev": -14465.777, "e_homo_ha": [-0.2754, -0.2787], "orbital_gap_ev": [8.2, 8.2], "e_above_lowest_ev": 5.3748}

=====

no.,molecular weight (g mol⁻¹)
1,75.1
2,94.1
3,586.8
4,695.9
5,146.1